[1]
Here is C35H44IrN6O2S as an isolated structure from the OMol25 dataset. Energies are from ωB97M-V/def2-TZVPD.

Geometry as XYZ:
```
89
Properties=species:S:1:pos:R:3:forces:R:3
Ir 0.70160 0.06034 -0.46375 -0.44 -0.41 -0.24
C 1.46905 -2.76259 -1.09807 0.02 0.06 -0.11
N 1.12754 -1.96443 0.10994 -0.26 0.09 0.32
C 2.19876 -2.21267 1.09336 0.09 0.11 0.07
C -0.23008 -2.50776 0.58473 -0.05 -1.58 -2.15
C -0.30619 -3.88735 0.91464 0.21 0.69 0.07
C -1.32695 -4.68053 0.42636 -0.33 -0.18 0.14
C -2.31824 -4.17510 -0.40277 0.18 0.10 0.08
C -2.28432 -2.81512 -0.71228 -0.24 -0.04 0.02
C -1.29925 -1.98786 -0.21448 0.56 0.28 0.32
N -1.14985 -0.60998 -0.44894 -0.15 -0.17 -0.29
C -2.12313 0.32006 -0.61445 -0.08 -0.03 0.05
C -3.51004 0.07769 -0.52588 -0.01 0.05 0.00
C -4.41654 1.10936 -0.67347 -0.04 -0.08 0.01
C -4.00160 2.41044 -0.92603 0.04 0.06 -0.01
C -2.64153 2.66412 -1.01430 -0.03 -0.02 -0.04
C -1.71907 1.64464 -0.86099 -0.05 0.01 0.02
N -0.26923 1.92248 -0.92949 0.13 0.08 0.08
C 0.07057 2.96546 0.07230 0.04 0.00 0.05
C 0.06837 2.45541 -2.27366 0.06 -0.05 0.03
H 1.67150 -3.79637 -0.81452 -0.03 0.01 0.01
H 2.33887 -2.31061 -1.57067 0.02 0.01 0.01
H 0.63357 -2.74255 -1.79302 0.01 0.03 -0.01
H 2.32726 -3.28854 1.22633 0.00 0.01 0.03
H 1.96672 -1.75657 2.04862 -0.02 0.05 -0.04
H 3.12336 -1.78298 0.71847 0.00 -0.02 -0.07
H 0.43675 -4.30413 1.58431 0.03 -0.07 -0.14
H -1.34289 -5.72766 0.70830 -0.01 0.02 -0.01
H -3.09784 -4.81158 -0.79645 0.00 0.01 -0.01
H -3.03981 -2.39041 -1.35982 0.05 -0.07 -0.08
H -3.86007 -0.92288 -0.32388 -0.03 0.08 0.06
H -5.47466 0.89073 -0.59040 0.02 -0.01 0.00
H -4.71919 3.21045 -1.04536 0.02 -0.01 -0.01
H -2.30088 3.67417 -1.20613 -0.03 0.00 0.00
H -0.47488 3.88547 -0.14172 0.01 0.01 -0.01
H 1.14101 3.15405 0.03032 0.00 -0.02 0.01
H -0.18873 2.60725 1.06468 0.02 -0.02 -0.03
H -0.40715 3.42841 -2.41541 0.01 0.00 0.00
H -0.28018 1.76714 -3.03745 0.00 0.01 0.02
H 1.15146 2.55374 -2.35184 -0.03 0.00 0.00
C 3.74983 0.45710 -3.63528 0.11 -0.11 0.10
C 2.50511 0.07152 -4.37039 -0.02 0.00 -0.05
C 2.53322 -0.00957 -5.74757 0.11 0.02 0.07
C 1.41144 -0.39000 -6.47320 -0.02 -0.03 -0.04
C 0.24127 -0.68246 -5.79181 -0.07 0.05 0.03
C 0.14639 -0.58931 -4.41199 0.12 0.06 -0.02
C -1.16194 -0.92956 -3.77933 -0.13 0.01 0.05
C 1.29502 -0.20536 -3.62701 -0.18 -0.26 0.20
N 1.38561 -0.13614 -2.29477 0.49 0.18 -0.06
H 4.63968 0.20066 -4.21504 -0.04 0.01 -0.01
H 3.77614 -0.04694 -2.66917 0.03 0.05 -0.07
H 3.78061 1.53123 -3.43994 -0.05 0.06 0.06
H 3.46048 0.21378 -6.26522 -0.02 -0.01 0.00
H 1.45478 -0.46874 -7.55214 -0.01 0.01 0.01
H -0.63971 -0.98851 -6.34699 0.01 0.01 0.01
H -1.98749 -0.47539 -4.33215 0.01 -0.03 0.01
H -1.19528 -0.58404 -2.75730 -0.06 0.02 0.25
H -1.33284 -2.00915 -3.76949 0.03 -0.03 0.04
N 4.43144 2.69319 -0.95585 0.04 0.29 -0.03
C 4.32088 1.49747 -0.37413 -0.08 -0.24 0.04
N 5.32587 0.62988 -0.56393 0.15 0.02 0.18
S 2.97541 1.08937 0.56764 0.19 0.09 0.01
H 5.26090 2.99132 -1.44131 -0.02 -0.05 -0.05
H 3.71864 3.37339 -0.76217 -0.01 -0.01 -0.02
H 6.21723 0.91713 -0.93405 -0.05 -0.02 -0.09
H 5.29329 -0.22358 -0.03475 -0.03 -0.02 -0.04
C -2.56963 1.68422 7.22335 0.00 0.01 0.00
C -1.95962 1.14038 5.95996 -0.01 -0.01 0.00
C -2.65904 0.26013 5.14743 0.00 0.00 0.00
C -2.11481 -0.25199 3.97424 0.04 0.07 -0.05
C -2.94969 -1.17887 3.12735 0.03 0.00 0.01
C -0.82554 0.15823 3.60691 0.00 0.18 0.05
C -0.10276 1.06309 4.39657 -0.04 -0.04 0.08
C 1.28797 1.52660 4.04179 -0.01 0.01 -0.02
C -0.68326 1.52623 5.56997 0.02 0.01 0.00
C -0.21831 -0.37574 2.35566 -0.23 -0.98 0.10
O -0.30053 -1.62895 2.17714 0.09 1.22 1.17
O 0.35700 0.42656 1.57401 -0.11 0.49 -0.10
H -3.46222 1.12583 7.50344 0.00 0.00 0.00
H -2.85580 2.73084 7.09734 0.00 -0.01 0.00
H -1.86227 1.63705 8.05252 -0.01 0.00 0.00
H -3.66277 -0.04044 5.42964 0.01 0.01 0.00
H -3.99199 -1.12637 3.44217 0.01 0.00 0.00
H -2.60986 -2.21161 3.20867 0.02 0.01 0.00
H -2.89903 -0.91522 2.07056 0.01 0.00 0.01
H 1.93706 0.69953 3.74957 -0.02 -0.01 0.01
H 1.73810 2.03181 4.89616 0.01 -0.01 0.00
H 1.27704 2.21777 3.19820 -0.01 -0.01 0.00
H -0.12008 2.20992 6.19755 -0.01 -0.01 0.00
```
Forces are in eV/Å.

Calculated values
LUMO level (spin up / spin down): -0.114 / -0.152 eV
highest occupied orbital energy (spin up / spin down): -5.995 / -5.984 eV
energy above the lowest of the compared OMol25 structures with the same formula, charge and spin: 14.5 kcal per mole
F_max: 2.7 eV/A
net charge: 0
M: 805.06 g/mol
expectation value of S²: 0.796
orbital gap (spin up / spin down): 5.88 / 5.83 eV
electronic energy: -2341.60461 Ha
2S+1: 2

Here are the Löwdin charges for atoms 1 to 5, given in e: Ir 1.256; C -0.065; N -0.268; C -0.086; C -0.259

[2]
Here is C35H44N2O7PRuS2 as an isolated structure from the OMol25 dataset. Energies are from ωB97M-V/def2-TZVPD.

Geometry as XYZ:
```
92
Properties=species:S:1:pos:R:3:forces:R:3
Ru 0.22397 -0.33643 -0.27484 -0.46 0.08 0.00
N -0.69084 -1.87064 1.22443 0.24 0.07 0.15
C -1.59561 -2.79744 0.51924 0.01 0.09 0.03
C -2.04600 -2.17580 -0.79839 0.16 0.08 -0.21
O -3.16935 -2.35743 -1.21705 -0.15 -0.07 0.03
O -1.11739 -1.50301 -1.41953 0.00 -0.20 0.26
H 0.01134 -2.35361 1.77647 -0.09 0.00 0.03
H -1.22376 -1.25758 1.83711 -0.01 -0.05 -0.01
H -2.46213 -3.06984 1.11697 -0.01 0.04 0.05
H -1.03997 -3.69969 0.26623 -0.09 -0.01 0.04
O 1.35130 -0.86861 -2.12447 0.42 0.06 0.12
S 1.54618 -1.92808 -3.20474 -0.24 -0.03 -0.25
C 3.33104 -2.27062 -3.25313 -0.03 0.04 0.21
C 3.95195 -2.37209 -1.85850 0.05 0.00 -0.09
C 4.60647 -1.05910 -1.44698 0.05 -0.03 0.03
C 4.84742 -0.95043 0.05821 -0.10 -0.02 -0.13
S 3.53264 -0.05724 0.92908 -0.06 -0.05 0.08
O 2.23487 -0.77887 0.55739 0.25 -0.03 -0.19
C 3.72587 1.47466 0.02552 -0.06 0.05 0.11
C 3.06494 1.77931 -1.15352 -0.21 -0.05 -0.10
C 3.35807 2.96785 -1.80579 0.03 0.03 0.07
C 4.30653 3.83829 -1.28123 -0.01 -0.02 0.02
C 4.96663 3.52164 -0.10171 0.00 0.00 -0.04
C 4.67489 2.33687 0.55910 -0.06 0.03 0.05
C 1.05336 -3.52717 -2.58910 -0.05 0.07 -0.01
C 0.71918 -4.46274 -3.55882 -0.06 0.06 0.00
C 0.41709 -5.75929 -3.17274 0.01 -0.05 0.05
C 0.45129 -6.11018 -1.82996 -0.01 0.03 -0.08
C 0.78116 -5.16336 -0.87007 0.01 0.05 0.01
C 1.07431 -3.85957 -1.24543 0.13 -0.07 0.09
H 3.78241 -1.47657 -3.85006 -0.02 0.02 0.00
H 3.39057 -3.19586 -3.82593 0.02 -0.02 -0.02
H 4.68678 -3.17857 -1.83414 -0.02 -0.02 -0.07
H 3.18469 -2.63412 -1.13456 0.06 -0.01 0.03
H 3.97560 -0.23261 -1.77188 0.12 -0.10 -0.05
H 5.55414 -0.94078 -1.97546 0.03 0.01 0.05
H 5.73891 -0.37341 0.30721 0.04 -0.02 0.00
H 4.92632 -1.92257 0.54771 0.00 0.00 0.02
H 2.35550 1.08413 -1.59396 0.03 0.11 0.11
H 2.85893 3.20642 -2.73528 -0.02 0.01 -0.01
H 4.53632 4.76106 -1.79602 0.00 0.01 -0.01
H 5.70875 4.19433 0.30467 0.01 0.01 0.01
H 5.18124 2.09324 1.48659 0.00 -0.01 0.01
H 0.68697 -4.18305 -4.60492 -0.01 0.02 -0.01
H 0.15298 -6.49391 -3.92027 -0.01 -0.01 -0.01
H 0.21798 -7.12250 -1.53152 0.00 -0.02 0.01
H 0.81893 -5.44844 0.17376 0.00 0.01 0.01
H 1.34861 -3.11749 -0.50259 -0.09 -0.03 -0.01
C -3.72941 -1.72796 4.23598 -0.02 -0.01 0.02
O -3.81178 -1.12273 2.94402 0.05 0.05 -0.05
C -3.85344 0.23598 2.88876 0.00 -0.07 0.01
C -3.62491 1.08976 3.95874 -0.01 -0.01 -0.06
C -3.71002 2.46441 3.76632 -0.06 0.01 -0.08
C -4.02551 2.99128 2.52265 -0.04 -0.06 0.12
C -4.26707 2.13846 1.45559 -0.11 0.00 0.02
C -4.17219 0.77320 1.63941 0.04 -0.15 0.00
N -4.55053 -0.14557 0.61689 -0.14 -0.02 0.09
C -4.39602 -0.04662 -0.67012 0.10 0.07 -0.19
C -3.46497 0.77480 -1.37539 -0.27 -0.14 -0.06
C -3.77661 1.09492 -2.70723 -0.03 0.06 -0.14
C -2.88564 1.74337 -3.53196 -0.08 -0.04 0.06
C -1.62567 2.06128 -3.03114 -0.02 -0.03 0.20
C -1.28086 1.72934 -1.73224 0.07 0.08 0.05
C -2.16558 1.03493 -0.87097 0.17 0.06 0.06
O -1.75300 0.56559 0.27976 0.03 0.09 -0.35
H -4.54409 -1.38913 4.87672 0.00 0.01 -0.01
H -2.77073 -1.50478 4.70840 0.00 -0.02 0.01
H -3.82010 -2.79768 4.07287 0.02 0.01 0.00
H -3.40089 0.69545 4.93830 0.00 -0.01 0.04
H -3.55495 3.12374 4.60913 0.01 0.02 0.02
H -4.11439 4.05953 2.38625 -0.02 0.02 0.01
H -4.56126 2.53131 0.49064 0.01 0.00 0.01
H -5.09745 -0.93732 0.94102 -0.06 0.10 0.02
H -5.04325 -0.68306 -1.26381 0.07 -0.06 0.06
H -4.75481 0.82900 -3.08935 -0.01 -0.03 0.00
H -3.16117 1.99921 -4.54413 0.01 -0.01 -0.02
H -0.91416 2.57863 -3.66188 0.03 0.01 0.03
H -0.32621 2.05392 -1.32516 0.04 -0.06 -0.05
C 1.71768 3.81058 1.87178 0.09 0.01 -0.01
P 0.34916 2.67037 1.77353 -0.08 -0.28 -0.08
C -1.02567 3.59455 1.11037 0.00 -0.01 -0.12
C -0.09736 2.19660 3.43774 -0.02 -0.16 0.00
O 0.72237 1.43297 0.96451 0.22 0.24 -0.03
H 1.44611 4.67199 2.48208 -0.01 0.02 -0.01
H 1.97742 4.14545 0.86716 0.04 0.02 -0.02
H 2.58127 3.31734 2.31325 0.04 -0.01 0.02
H -1.22873 4.45667 1.74647 0.01 0.01 0.01
H -1.90208 2.95002 1.07706 0.09 0.05 -0.01
H -0.79075 3.93976 0.10397 0.00 0.04 0.00
H -0.39212 3.05686 4.03664 0.01 0.03 0.01
H 0.74574 1.69242 3.91002 0.02 0.02 0.02
H -0.93743 1.50208 3.37024 0.00 0.05 0.03
```
Forces are in eV/Å.

Calculated values
LUMO level (spin up / spin down): -5.245 / -6.527 eV
highest occupied orbital energy (spin up / spin down): -13.004 / -13.125 eV
energy above the lowest of the compared OMol25 structures with the same formula, charge and spin: 0.0 kcal per mole
F_max: 0.5 eV/A
net charge: +2
M: 800.92 g/mol
expectation value of S²: 8.759
orbital gap (spin up / spin down): 7.76 / 6.60 eV
electronic energy: -3228.40816 Ha
2S+1: 6

Here are the Löwdin charges for atoms 1 to 5, given in e: Ru 1.677; N -0.008; C -0.118; C -0.608; O 0.082

[3]
Here is a 2-piece molecular cluster, C35H44N3O4 overall from the OMol25 dataset. Energies are from ωB97M-V/def2-TZVPD.

Geometry as XYZ:
```
86
Properties=species:S:1:pos:R:3:forces:R:3
C -5.20565 3.38530 1.22938 -0.11 -0.61 -0.06
O -5.56959 2.08913 1.78600 -0.01 0.04 -0.93
C -4.70058 1.06054 1.56175 0.18 -0.18 1.10
C -3.64962 1.12652 0.64099 0.38 0.79 -0.02
C -2.43380 0.55465 0.99056 -0.38 -0.84 -0.14
C -1.17979 0.91848 0.23666 0.03 0.25 -0.42
C -0.15127 1.66667 1.10436 -0.16 -0.27 0.95
C -0.62254 3.06212 1.53265 -1.28 0.58 0.53
O -1.73414 3.36623 1.96414 1.91 -0.60 -0.50
N 0.42386 3.92967 1.33488 -0.58 -0.48 -0.25
C 0.28351 5.33625 1.64049 0.20 0.41 -0.18
C 1.45379 3.43356 0.41541 -0.17 0.70 0.26
C 1.26108 4.05292 -0.98031 -0.14 -0.17 -0.08
C 2.83861 3.71187 1.06349 -0.28 -0.28 0.03
N 1.07117 1.99922 0.37281 1.26 -1.86 -1.21
C 1.66001 1.06544 -0.38808 -1.16 1.16 1.02
C 2.69750 1.28868 -1.27893 1.20 -0.76 -1.04
C 3.13374 0.24548 -2.11229 -0.11 1.20 1.12
C 4.46306 0.32146 -2.61396 1.37 0.38 -1.42
C 5.25697 -0.85375 -2.64847 -0.60 0.22 0.64
C 6.56955 -0.76495 -2.17046 0.23 0.10 -0.17
C 7.14321 0.49291 -1.90978 -0.35 -0.19 0.08
C 6.48533 1.64545 -2.39059 -0.20 -0.05 -0.16
C 5.15635 1.56038 -2.78836 -0.18 -0.33 0.79
C -2.36451 -0.34843 2.05603 0.39 -0.11 0.29
C -3.49724 -0.62308 2.83314 -0.38 0.42 -0.19
O -3.49722 -1.32980 4.00021 0.70 -0.49 -0.38
C -2.30542 -2.07329 4.36006 -0.58 0.40 -0.31
C -4.72174 0.02747 2.53323 0.66 0.88 0.52
O -5.80084 -0.11901 3.35997 0.01 0.29 0.37
C -5.81401 0.65524 4.60858 0.25 -0.42 -0.98
H -5.88363 4.09033 1.71840 0.16 -0.14 -0.20
H -4.15168 3.64300 1.44908 -0.50 -0.28 -0.02
H -5.37132 3.38561 0.13828 0.02 0.13 0.43
H -3.70762 1.77650 -0.24133 0.06 0.00 0.64
H -0.71287 0.01013 -0.18247 -0.18 0.36 0.06
H -1.41795 1.62907 -0.57638 -0.05 -0.55 0.05
H 0.13205 1.05419 1.99140 -0.38 0.51 -0.36
H -0.60415 5.45882 2.26090 0.11 -0.04 -0.09
H 1.16095 5.71405 2.17463 -0.11 -0.16 0.03
H 0.17685 5.94086 0.73060 -0.15 -0.13 0.16
H 0.24223 3.82542 -1.32790 0.23 0.22 0.12
H 1.41218 5.13778 -0.95359 -0.04 -0.28 0.02
H 1.94357 3.62511 -1.71824 -0.04 0.22 0.17
H 2.67031 3.73186 2.15064 0.29 -0.06 -0.35
H 3.57906 2.93465 0.83822 -0.17 0.24 -0.01
H 3.23388 4.69032 0.74918 -0.19 -0.39 0.05
H 1.32610 0.02811 -0.26073 -0.27 0.56 -0.10
H 3.28915 2.21658 -1.20644 -0.35 -0.76 -0.19
H 2.57271 -0.68535 -2.18374 0.10 0.10 0.07
H 4.74799 -1.78520 -2.92581 0.39 0.10 0.61
H 7.13566 -1.67967 -1.97070 -0.21 0.37 -0.13
H 8.06685 0.58791 -1.31118 -0.42 -0.15 -0.79
H 6.99618 2.60990 -2.41342 -0.12 -0.33 0.02
H 4.58496 2.41624 -3.16596 0.36 -0.13 0.43
H -1.40216 -0.80739 2.31213 -0.40 0.17 -0.07
H -2.55452 -2.49943 5.33614 0.23 0.04 -0.26
H -2.11224 -2.87281 3.62334 -0.05 0.32 0.28
H -1.42223 -1.41260 4.43736 -0.40 -0.24 0.03
H -6.77956 0.41941 5.06238 0.26 0.13 -0.03
H -4.98455 0.33037 5.25045 -0.25 0.14 -0.13
H -5.73952 1.72104 4.35768 -0.04 -0.25 0.21
C -1.90406 -4.23464 0.90570 0.28 0.46 0.04
C -0.58785 -4.60789 1.23138 -0.47 -0.06 -0.39
C 0.36186 -4.74092 0.20835 -0.21 0.33 -0.11
C 0.01702 -4.40312 -1.10869 -0.06 -0.21 -0.13
C 0.99042 -4.52331 -2.27143 -0.02 -0.36 -0.02
C 0.24032 -4.95963 -3.57525 0.34 0.52 -0.17
C 0.14212 -3.64298 -4.40617 0.31 0.02 -0.22
C 0.82335 -2.51401 -3.58233 -1.09 0.10 0.60
N 1.66210 -3.21682 -2.60442 0.12 -1.13 -0.86
C -1.27937 -3.97209 -1.40087 -0.20 0.14 0.30
C -2.23461 -3.85114 -0.39895 0.05 -0.26 0.04
H -2.68284 -4.21037 1.66595 0.25 0.07 -0.03
H -0.32936 -4.80762 2.27519 -0.07 -0.16 -0.42
H 1.36054 -5.13731 0.41484 -0.28 0.25 0.01
H 1.75443 -5.28002 -2.02943 -0.12 0.40 0.03
H 0.85434 -5.62423 -4.18930 0.00 -0.14 0.47
H -0.71903 -5.49437 -3.38612 0.76 0.61 -0.02
H 0.79095 -3.79696 -5.28176 -0.44 0.16 0.08
H -0.86707 -3.39638 -4.77870 0.43 0.00 0.33
H 1.36098 -1.86244 -4.28548 0.23 -0.11 0.43
H 0.10453 -1.87791 -3.01042 -0.03 -0.28 -0.69
H 1.87457 -2.67959 -1.77699 -0.25 -0.10 0.14
H -1.57587 -3.79800 -2.43612 0.12 0.19 0.36
H -3.23392 -3.48637 -0.66544 0.35 -0.31 0.31
```
Forces are in eV/Å.

Calculated values
LUMO level: -4.788 eV
highest occupied orbital energy: -9.905 eV
energy above the lowest of the compared OMol25 structures with the same formula, charge and spin: 32.1 kcal per mole
F_max: 2.6 eV/A
net charge: +1
M: 570.75 g/mol
orbital gap: 5.12 eV
electronic energy: -1824.96265 Ha

Here are the Löwdin charges for atoms 1 to 5, given in e: C -0.035; O -0.068; C -0.182; C 0.009; C -0.235